Entry 1:
A 7-piece molecular cluster, C14H42O14 overall in a non-equilibrium geometry, computed with ωB97M-V with the def2-TZVPD basis set.

The geometry in XYZ format:
```
70
Properties=species:S:1:pos:R:3
O 0.32863 4.46618 1.39812
C 1.18646 4.81223 2.46015
C 2.55744 4.33622 2.00490
O 3.35195 4.49067 3.08138
H 0.22188 3.36091 1.15500
H 1.07838 5.72247 2.73027
H 0.71153 4.27371 3.31569
H 2.97610 4.94219 1.23671
H 2.65553 3.15029 1.66127
H 4.34783 4.33581 2.90341
O -2.79681 0.23786 -2.80063
C -4.06684 0.01366 -2.53983
C -4.49129 0.70436 -1.30105
O -5.71078 0.14542 -0.83043
H -2.65897 1.15538 -2.72457
H -4.76272 0.35708 -3.35399
H -4.07437 -1.08982 -2.53703
H -4.60249 1.59482 -1.36769
H -3.64028 0.38224 -0.74109
H -6.08771 0.82799 -0.19813
O -0.18872 -3.45702 -1.80420
C 0.08431 -3.34264 -3.18917
C -1.35058 -3.01129 -3.94703
O -1.06293 -2.90414 -5.26947
H -0.59620 -2.82642 -1.31895
H 0.86398 -2.43994 -3.26916
H 0.43520 -4.17890 -3.46277
H -1.70719 -1.98193 -3.69826
H -2.13672 -3.78400 -3.71813
H -0.83720 -1.99603 -5.38167
O 0.55524 1.49504 0.69710
C 0.30421 0.47625 -0.23604
C -0.91951 -0.36542 0.26877
O -1.35124 -1.16691 -0.86980
H 1.05329 1.19164 1.49120
H -0.06293 1.22909 -1.07002
H 1.04971 -0.26481 -0.60735
H -1.51642 0.28844 0.60426
H -0.70297 -1.15478 0.97722
H -1.55622 -0.63148 -1.71289
O 4.78227 3.37537 -2.10301
C 3.58652 2.80950 -1.96697
C 2.55598 3.81063 -2.17513
O 1.39062 3.07316 -2.32122
H 5.41898 2.70698 -2.10799
H 3.67643 2.13478 -2.80789
H 3.52834 2.28937 -1.02619
H 2.47144 4.61599 -3.07543
H 2.21963 4.22334 -1.18372
H 1.14714 2.54082 -1.58028
O -1.80913 -5.09198 2.87016
C -3.11385 -4.92619 2.56890
C -3.15110 -3.35045 2.25395
O -4.40376 -2.84449 1.96683
H -1.46676 -4.36708 3.46976
H -3.56721 -5.30334 1.56552
H -3.68388 -5.19522 3.40815
H -2.30983 -2.99468 1.45408
H -2.89013 -2.92409 3.07606
H -4.86481 -3.08335 2.73410
O 3.76870 -2.64495 3.49486
C 3.85757 -1.35822 2.98082
C 2.46093 -0.84534 2.54965
O 2.70136 0.31694 1.78856
H 4.70874 -2.78584 3.71982
H 4.30384 -0.61537 3.68324
H 4.49097 -1.41728 2.07735
H 1.75096 -0.76900 3.19261
H 1.95973 -1.48044 1.97406
H 3.59974 0.70604 1.48326
```

Properties
Highest occupied orbital energy ... -8.969 eV
SMILES string ... OCCO.OCCO.OCCO.OCCO.OCCO.OCCO.OCCO
Relative energy (zero: lowest compared OMol25 entry of this formula, charge and spin) ... 11.751 eV
Gap between HOMO and LUMO ... 8.879 eV

=====

Entry 2:
C27H45As2N8O2PSTi as an isolated structure, computed with ωB97M-V with the def2-TZVPD basis set.

The geometry in XYZ format:
```
87
Properties=species:S:1:pos:R:3
Ti -1.33941 -0.73706 0.08034
N -5.72921 -0.37720 1.31383
C -4.38633 -0.60181 1.07859
S -3.67464 0.32308 -0.21122
N -3.82611 -1.48505 1.84374
N -2.48816 -1.76736 1.55649
C -2.03508 -2.73523 2.28478
C -0.71947 -3.33470 2.23767
C -0.50539 -4.43650 3.08182
C 0.69161 -5.11593 3.12266
C 1.72852 -4.69176 2.28736
C 1.55800 -3.60890 1.45446
C 0.34296 -2.88738 1.40574
O 0.24913 -1.84372 0.63619
H -6.08034 0.50802 0.99242
H -6.05557 -0.68423 2.21689
H -2.73315 -3.16079 3.00454
H -1.32378 -4.75448 3.71924
H 0.82340 -5.96158 3.78385
H 2.67662 -5.21694 2.29343
H 2.35845 -3.27957 0.80216
C -2.34189 1.81736 2.94056
As -0.99915 1.66327 1.53316
C -1.57548 3.12961 0.36941
C 0.45760 2.59734 2.48644
C 0.45084 3.98821 2.57773
C 1.42555 4.66620 3.29590
C 2.42291 3.95100 3.93888
C 2.44254 2.56651 3.84903
C 1.47491 1.87623 3.12258
As 1.48687 -0.08466 2.94233
C 2.98693 -0.51436 4.13473
C 2.53958 -0.07185 1.28288
H -2.34041 2.82532 3.35473
H -2.11536 1.09503 3.72379
H -3.31394 1.58353 2.50886
H -2.03276 3.94312 0.93168
H -2.30831 2.72646 -0.32444
H -0.71702 3.50956 -0.18254
H -0.32860 4.56226 2.09420
H 1.39827 5.74701 3.35804
H 3.18496 4.46689 4.50990
H 3.22909 2.02288 4.35613
H 3.90688 -0.00083 3.85464
H 3.14572 -1.59054 4.06143
H 2.73206 -0.27688 5.16724
H 3.39015 0.60350 1.38828
H 1.89527 0.24147 0.46232
H 2.88220 -1.08504 1.07876
C 2.13756 -1.37818 -2.12910
N 2.04541 0.00147 -2.59543
C 3.20126 0.43931 -3.35664
P 0.59315 0.77914 -2.59616
O -0.25985 0.27038 -1.48991
N -0.24136 0.59790 -4.00687
C 0.36701 0.86068 -5.29635
C -1.66748 0.31056 -4.04982
N 1.04902 2.36302 -2.53225
C 2.00892 2.80709 -1.52745
C 0.23292 3.43676 -3.07656
H 3.09115 -1.50999 -1.61250
H 2.10563 -2.08557 -2.96673
H 1.34657 -1.60288 -1.41604
H 4.10279 0.31762 -2.75035
H 3.11029 1.48970 -3.62506
H 3.32955 -0.14938 -4.27215
H 1.39265 1.20588 -5.17937
H -0.18735 1.63702 -5.83507
H 0.37555 -0.03983 -5.91749
H -1.85527 -0.57961 -4.65643
H -2.21573 1.15056 -4.49182
H -2.04924 0.12934 -3.04905
H 2.57215 1.96018 -1.13997
H 1.51033 3.29517 -0.68542
H 2.70800 3.52070 -1.97203
H -0.53658 3.03924 -3.73288
H 0.85779 4.12888 -3.64802
H -0.25957 4.00008 -2.27834
N -3.21674 -3.92740 -2.23860
C -2.10240 -3.85403 -3.04256
C -1.31931 -2.89250 -2.48468
N -1.93195 -2.38643 -1.36207
C -3.07173 -3.02561 -1.24539
H -4.00263 -4.54061 -2.35932
H -1.97169 -4.48062 -3.90603
H -0.35681 -2.53562 -2.80767
H -3.80351 -2.86192 -0.47011
```

Properties
Highest occupied orbital energy (alpha / beta) ... -5.092 / -6.770 eV
2S+1 ... 3
Relative energy (zero: lowest compared OMol25 entry of this formula, charge and spin) ... 0.240 eV
⟨S²⟩ ... 2.011
Gap between HOMO and LUMO (alpha / beta) ... 5.558 / 7.236 eV